#one
{
  "formula": "C21H27N3O5S",
  "method": "ωB97M-V/def2-TZVPD",
  "symbols": ["C", "H", "H", "H", "C", "C", "C", "C", "C", "C", "C", "H", "H", "S", "O", "O", "N", "H", "C", "C", "O", "N", "C", "H", "C", "N", "C", "O", "C", "C", "C", "C", "O", "H", "H", "H", "C", "H", "C", "H", "H", "H", "H", "H", "H", "H", "H", "H", "H", "C", "H", "H", "H", "C", "H", "H", "H"],
  "coordinates": [[-4.706, -1.298, 0.263], [-4.638, -1.240, 1.258], [-5.571, -1.545, -0.198], [-3.958, -2.077, -0.119], [-4.385, -0.123, -0.612], [-3.079, 0.393, 0.050], [-2.076, 0.623, -0.722], [-0.752, 1.144, -0.559], [-0.563, 1.258, 0.825], [-1.481, 0.935, 1.817], [-2.828, 0.813, 1.382], [-3.655, 0.519, 1.980], [-1.286, 0.890, 2.767], [1.150, 1.621, 1.578], [1.970, 0.463, 0.936], [0.988, 1.736, 3.081], [1.699, 2.787, 0.849], [1.532, 3.676, 1.510], [3.075, 2.971, 0.106], [2.841, 1.863, -0.817], [1.922, 1.905, -1.841], [3.724, 0.978, -0.911], [4.711, 0.512, 0.045], [5.672, 0.826, 0.008], [4.716, -0.973, -0.242], [3.461, -1.609, -0.241], [2.675, -2.220, 0.855], [3.250, -2.102, 1.891], [1.130, -2.278, 0.854], [0.375, -2.355, 1.874], [-0.939, -2.346, 1.203], [-0.810, -2.493, -0.223], [0.548, -2.297, -0.396], [-1.493, -2.690, -0.933], [-1.907, -2.607, 1.791], [0.658, -2.060, 2.872], [2.847, -1.252, -1.689], [1.793, -0.891, -1.120], [3.611, -0.059, -2.095], [4.484, -0.297, -2.398], [3.145, 0.289, -2.758], [2.682, -2.049, -1.955], [4.932, -1.544, 1.013], [5.342, -1.694, -0.732], [4.234, 0.792, 0.882], [3.328, 3.758, -0.330], [3.851, 2.545, 0.933], [0.201, 1.190, -1.089], [-2.111, 0.763, -2.056], [-5.557, 1.182, 0.035], [-6.399, 0.885, -0.390], [-5.414, 1.267, 1.015], [-4.989, 2.142, -0.550], [-4.443, -0.180, -1.881], [-3.695, -0.915, -2.229], [-5.473, -0.320, -2.037], [-4.338, 0.786, -2.551]],
  "lowdin_charge": [-0.0130, 0.0462, 0.0546, 0.1195, -0.5647, -0.2460, -0.0881, -0.0028, -0.2119, -0.0384, 0.0187, 0.0941, 0.0464, 0.7402, -0.3231, -0.3263, -0.1723, 0.1965, 0.0414, -0.4613, -0.0925, 0.0275, -0.0877, 0.1022, -0.1871, -0.0660, -0.2916, 0.0602, -0.2508, 0.0001, -0.0289, -0.0233, -0.0126, 0.0723, 0.1272, 0.1406, 0.0314, 0.1729, -0.0239, 0.0768, 0.0154, -0.0167, 0.2205, 0.1205, 0.0615, 0.0545, 0.1782, 0.0862, 0.1976, 0.0776, -0.0052, -0.0134, 0.1518, -0.1544, 0.1223, 0.0934, 0.1532],
  "molar_mass_da": 433.530,
  "lumo_ha": 0.0119,
  "orbital_gap_ha": 0.31783
}


#two
{
  "formula": "C21H27N3O5S",
  "method": "ωB97M-V/def2-TZVPD",
  "symbols": ["C", "H", "H", "H", "C", "H", "H", "C", "N", "C", "C", "C", "C", "H", "H", "H", "H", "H", "H", "H", "H", "C", "C", "C", "C", "C", "O", "C", "N", "S", "O", "O", "C", "C", "C", "C", "C", "C", "H", "H", "N", "C", "O", "O", "C", "H", "H", "H", "H", "H", "H", "H", "H", "H", "H", "H", "H"],
  "coordinates": [[1.594, 4.353, -1.555], [0.798, 5.061, -1.778], [2.490, 4.921, -1.317], [1.795, 3.760, -2.443], [1.196, 3.457, -0.387], [1.046, 4.076, 0.501], [0.249, 2.961, -0.618], [2.244, 2.374, -0.106], [1.656, 1.203, 0.547], [2.656, 0.151, 0.655], [3.919, 0.573, 1.416], [4.520, 1.821, 0.773], [3.462, 2.916, 0.655], [3.160, 3.257, 1.648], [3.876, 3.772, 0.120], [5.370, 2.177, 1.359], [4.882, 1.570, -0.227], [3.672, 0.778, 2.460], [4.639, -0.246, 1.399], [2.191, -0.711, 1.137], [2.931, -0.134, -0.364], [0.986, 1.488, 1.812], [0.210, 0.319, 2.323], [0.538, -0.675, 3.199], [-0.627, -1.457, 3.377], [-1.586, -0.888, 2.596], [-1.083, 0.191, 1.951], [-3.022, -1.217, 2.376], [-3.174, -2.490, 1.696], [-2.077, -3.043, 0.572], [-2.829, -3.972, -0.220], [-0.897, -3.506, 1.229], [-1.636, -1.640, -0.458], [-0.301, -1.492, -0.798], [-0.002, -0.456, -1.652], [-0.996, 0.417, -2.125], [-2.324, 0.259, -1.773], [-2.630, -0.805, -0.937], [-3.655, -0.999, -0.665], [-3.089, 0.923, -2.143], [-0.351, 1.309, -2.948], [0.988, 0.983, -2.990], [1.839, 1.550, -3.615], [1.192, -0.104, -2.200], [-0.928, 2.405, -3.674], [-1.360, 3.133, -2.987], [-1.701, 2.046, -4.356], [-0.129, 2.875, -4.245], [0.437, -2.169, -0.404], [-4.114, -2.700, 1.400], [-3.539, -1.292, 3.340], [-3.466, -0.391, 1.801], [-0.736, -2.328, 3.988], [1.487, -0.828, 3.670], [0.278, 2.300, 1.638], [1.684, 1.797, 2.607], [2.603, 2.006, -1.075]],
  "lowdin_charge": [-0.0887, 0.0715, 0.0686, 0.0575, -0.2057, 0.1109, 0.1029, -0.3306, -0.1102, -0.1832, -0.1720, -0.1895, -0.1423, 0.1154, 0.1107, 0.1083, 0.1166, 0.1033, 0.1117, 0.1081, 0.1199, -0.1017, -0.2426, -0.0043, -0.0064, -0.2936, 0.0839, -0.1516, -0.1243, 0.6468, -0.2902, -0.2732, -0.2679, 0.0480, -0.1622, -0.1387, 0.0237, -0.0622, 0.1168, 0.1151, 0.0070, -0.4912, 0.1210, 0.1552, 0.0026, 0.0974, 0.0992, 0.0986, 0.1312, 0.1061, 0.1304, 0.1228, 0.1203, 0.1147, 0.1248, 0.1261, 0.1352],
  "smiles": "CC[C@H]1CCCCN1Cc1ccc(CNS(=O)(=O)c2ccc3c(c2)oc(=O)n3C)o1",
  "molar_mass_da": 433.530,
  "lumo_ha": 0.0162,
  "orbital_gap_ha": 0.32192
}


Stability summary - winner: #two; margin: 486.4 kcal/mol.


#one
{
  "formula": "C6H16NO2",
  "method": "ωB97M-V/def2-TZVPD",
  "symbols": ["C", "C", "C", "C", "C", "N", "C", "O", "H", "H", "H", "H", "H", "H", "H", "H", "H", "H", "H", "H", "H", "H", "H", "H", "O"],
  "coordinates": [[1.853, 0.823, 0.792], [0.590, 0.213, 0.185], [-0.462, -0.053, 1.292], [-1.324, 1.177, 1.567], [-1.337, -1.245, 0.924], [0.126, 1.094, -0.855], [-0.515, 0.445, -2.021], [0.251, -0.440, -2.709], [2.689, 0.633, 0.119], [2.111, 0.287, 1.716], [1.745, 1.893, 1.008], [0.923, -0.734, -0.192], [0.094, -0.267, 2.199], [-1.982, 1.375, 0.734], [-1.929, 0.958, 2.440], [-0.718, 2.050, 1.762], [-0.717, -2.121, 0.751], [-1.932, -1.006, 0.039], [-2.106, -1.515, 1.661], [0.903, 1.591, -1.252], [-1.449, -0.028, -1.664], [-0.846, 1.303, -2.651], [1.335, -1.384, -1.932], [0.994, -2.744, -2.210], [1.702, -2.304, -1.705]],
  "lowdin_charge": [-0.0668, -0.4156, -0.3879, -0.0890, -0.0790, -0.0241, -0.4814, -0.3143, 0.0751, 0.0686, 0.0714, 0.0954, 0.1122, 0.0663, 0.0618, 0.0632, 0.0761, 0.0613, 0.0660, 0.0856, 0.0726, 0.0821, -0.0250, 0.0112, -0.1857],
  "molar_mass_da": 134.199,
  "total_charge": -1,
  "lumo_ha": 0.1398,
  "orbital_gap_ha": 0.25904
}


#two
{
  "formula": "C6H16NO2",
  "method": "ωB97M-V/def2-TZVPD",
  "symbols": ["C", "N", "C", "O", "C", "C", "C", "C", "H", "H", "H", "H", "H", "H", "H", "H", "H", "H", "H", "H", "H", "H", "H", "H", "O"],
  "coordinates": [[1.361, -0.798, -1.111], [0.117, -1.366, -1.610], [-0.651, -2.195, -0.631], [-1.432, -1.492, 0.220], [1.287, 0.662, -0.608], [0.365, 0.884, 0.595], [-0.086, 2.342, 0.694], [1.052, 0.437, 1.895], [2.126, -0.822, -1.897], [1.720, -1.428, -0.291], [-0.515, -0.618, -1.881], [-1.252, -2.887, -1.259], [0.116, -2.823, -0.132], [2.331, 0.920, -0.383], [0.928, 1.293, -1.430], [-0.496, 0.216, 0.464], [-0.707, 2.593, -0.175], [-0.782, 2.393, 1.535], [0.753, 3.037, 0.701], [0.349, 0.590, 2.719], [1.948, 1.030, 2.103], [1.307, -0.620, 1.827], [-3.401, 0.303, -0.349], [-2.778, -1.072, -0.352], [-3.661, -0.580, -0.643]],
  "lowdin_charge": [-0.2635, -0.0651, -0.4643, -0.3086, -0.1902, -0.4471, -0.0950, -0.0821, 0.0860, 0.0940, 0.0911, 0.0856, 0.0851, 0.1020, 0.1014, 0.0946, 0.0679, 0.0699, 0.0680, 0.0698, 0.0668, 0.0674, -0.0185, -0.0188, -0.1965],
  "molar_mass_da": 134.199,
  "total_charge": -1,
  "lumo_ha": 0.1327,
  "orbital_gap_ha": 0.26774
}


Stability summary - winner: #two; margin: 3.3 kcal/mol.


#one
{
  "formula": "C3H5N3S2",
  "method": "ωB97M-V/def2-TZVPD",
  "symbols": ["C", "C", "C", "H", "H", "H", "H", "H", "N", "N", "N", "S", "S"],
  "coordinates": [[0.281, 0.898, 0.378], [-0.547, 0.606, -0.673], [0.188, -1.300, 0.237], [0.019, 2.414, 1.664], [0.377, 2.903, 0.257], [-0.954, 1.190, -1.430], [-0.350, -2.786, -1.784], [1.167, -0.444, 1.837], [0.615, 2.160, 0.873], [-0.524, -0.737, -0.817], [0.715, -0.284, 0.927], [-1.350, -1.658, -1.933], [0.364, -2.962, 0.464]],
  "lowdin_charge": [-0.3490, -0.0865, -0.8788, 0.0952, 0.0735, 0.0996, -0.0750, 0.1771, 0.0917, -0.5399, 0.1177, 0.7459, 0.5284],
  "smiles": "Nc1cn(S)c(=S)[nH]1",
  "molar_mass_da": 147.228,
  "lumo_ha": 0.0181,
  "orbital_gap_ha": 0.29612
}


#two
{
  "formula": "C3H5N3S2",
  "method": "ωB97M-V/def2-TZVPD",
  "symbols": ["C", "C", "C", "H", "H", "H", "H", "H", "N", "N", "N", "S", "S"],
  "coordinates": [[1.790, 1.824, 1.947], [1.255, 0.448, 0.043], [-0.914, -0.770, -0.491], [1.400, 1.098, 2.622], [1.108, 2.866, 2.034], [2.885, 2.050, 2.338], [3.068, 1.199, 0.277], [0.261, -2.192, -1.388], [2.051, 1.301, 0.642], [1.477, -0.527, -0.813], [0.238, -1.187, -1.145], [-2.431, -1.340, -0.754], [-0.561, 0.644, 0.400]],
  "lowdin_charge": [-0.1536, -0.6044, -1.2535, 0.0506, 0.1434, 0.1202, 0.1920, 0.1419, -0.1098, 0.0362, -0.0920, 0.5489, 0.9801],
  "smiles": "CNc1n[nH]c(=S)s1",
  "molar_mass_da": 147.228,
  "lumo_ha": 0.0172,
  "orbital_gap_ha": 0.31665
}


#three
{
  "formula": "C3H5N3S2",
  "method": "ωB97M-V/def2-TZVPD",
  "symbols": ["C", "C", "C", "H", "H", "H", "H", "H", "N", "N", "N", "S", "S"],
  "coordinates": [[-0.937, -0.388, 0.377], [0.801, 0.578, -1.081], [1.837, 0.823, 1.147], [-1.564, -1.395, -2.065], [-0.187, -0.670, 1.127], [-2.336, -0.965, 1.505], [1.165, 0.653, -2.082], [1.985, 1.760, 1.821], [-0.491, 0.017, -0.875], [-2.209, -0.668, 0.473], [1.599, 0.954, -0.114], [-1.617, -0.017, -2.276], [1.955, -0.683, 2.044]],
  "lowdin_charge": [-0.3336, -0.1376, -0.6659, -0.0768, 0.0105, 0.0824, 0.1105, 0.0915, -0.4183, 0.0498, 0.0168, 0.7857, 0.4852],
  "smiles": "[H]/N=C/N(S)/C=N\\C=S",
  "molar_mass_da": 147.228,
  "lumo_ha": -0.0234,
  "orbital_gap_ha": 0.28925
}


Stability summary - winner: #one; margin: 18.0 kcal/mol.


#one
{
  "formula": "H2N3O2",
  "method": "ωB97M-V/def2-TZVPD",
  "symbols": ["N", "N", "N", "O", "O", "H", "H"],
  "coordinates": [[-0.082, 0.840, -0.074], [1.201, 0.344, -0.292], [-1.029, -0.056, 0.102], [-0.804, -1.356, -0.049], [-2.229, 0.346, 0.192], [1.191, -0.729, -0.511], [1.753, 0.611, 0.632]],
  "lowdin_charge": [-0.1224, -0.1206, -0.5268, -0.2116, -0.1683, 0.0713, 0.0784],
  "smiles": "NN=[N+]([O-])[O-]",
  "molar_mass_da": 76.035,
  "total_charge": -1,
  "lumo_ha": 0.1863,
  "orbital_gap_ha": 0.30559
}


#two
{
  "formula": "H2N3O2",
  "method": "ωB97M-V/def2-TZVPD",
  "symbols": ["N", "N", "N", "O", "O", "H", "H"],
  "coordinates": [[-0.559, -1.621, -0.349], [-0.170, -1.088, 0.663], [0.186, 1.024, -0.924], [0.259, 1.825, -1.878], [0.063, 1.515, 0.259], [-0.193, -0.040, 0.816], [0.414, -1.614, 1.414]],
  "lowdin_charge": [-0.0756, -0.2016, -0.3491, -0.2021, -0.2648, 0.0171, 0.0761],
  "molar_mass_da": 76.035,
  "total_charge": -1,
  "lumo_ha": 0.1780,
  "orbital_gap_ha": 0.28395
}


Stability summary - winner: #one; margin: 12.8 kcal/mol.


#one
{
  "formula": "C3H5ClS2",
  "method": "ωB97M-V/def2-TZVPD",
  "symbols": ["C", "C", "C", "H", "H", "H", "H", "H", "S", "S", "Cl"],
  "coordinates": [[-1.196, 0.239, 0.149], [0.220, -0.069, 0.607], [1.134, 0.421, -0.461], [-1.567, -2.146, -0.170], [0.304, 0.447, 1.596], [0.279, -1.135, 0.762], [0.944, -0.010, -1.457], [1.016, 1.491, -0.587], [-2.335, -1.022, -0.224], [-1.699, 1.759, -0.100], [2.900, 0.025, -0.115]],
  "lowdin_charge": [-1.2266, -0.3704, -0.5857, -0.1084, 0.1350, 0.0843, 0.0870, 0.0504, 0.7654, 0.6742, 0.4949],
  "smiles": "S=C(S)CCCl",
  "molar_mass_da": 140.660,
  "lumo_ha": -0.0193,
  "orbital_gap_ha": 0.31516
}


#two
{
  "formula": "C3H5ClS2",
  "method": "ωB97M-V/def2-TZVPD",
  "symbols": ["C", "C", "C", "S", "S", "Cl", "H", "H", "H", "H", "H"],
  "coordinates": [[0.764, 1.108, -0.336], [-1.270, 0.000, 1.318], [0.704, -0.679, -1.126], [1.818, 2.107, -1.062], [-0.429, 1.557, 0.747], [1.846, -1.727, -0.195], [-1.621, 0.182, 2.283], [-0.758, -1.028, 1.177], [-2.193, 0.097, 0.695], [-0.186, -1.202, -1.384], [1.326, -0.416, -2.117]],
  "lowdin_charge": [-1.1933, -0.3394, -0.5535, 0.6103, 0.8386, 0.4594, -0.0055, 0.0706, 0.0356, 0.0134, 0.0638],
  "molar_mass_da": 140.660,
  "lumo_ha": -0.0108,
  "orbital_gap_ha": 0.30930
}


Stability summary - winner: #one; margin: 46.2 kcal/mol.


#one
{
  "formula": "C5H9N3",
  "method": "ωB97M-V/def2-TZVPD",
  "symbols": ["C", "C", "C", "C", "C", "N", "N", "N", "H", "H", "H", "H", "H", "H", "H", "H", "H"],
  "coordinates": [[0.459, 1.401, -0.256], [-2.103, -0.466, 0.034], [1.955, -0.241, 0.199], [-2.542, -1.586, 0.320], [-1.919, 0.807, -0.214], [-0.842, 1.627, -0.004], [0.995, 0.209, -0.582], [2.947, -1.054, -0.031], [1.108, 2.220, -0.243], [-3.053, -1.659, 1.300], [-2.515, -2.607, -0.072], [2.072, 0.402, 1.059], [-2.828, 1.395, -0.192], [-1.102, 2.626, 0.249], [0.591, -0.227, -1.416], [3.656, -1.153, 0.669], [3.122, -1.693, -0.820]],
  "lowdin_charge": [-0.0134, -0.0316, -0.0674, 0.1166, -0.0842, 0.1499, 0.1210, 0.2688, 0.1586, 0.1399, 0.1230, 0.1783, 0.1578, 0.2327, 0.2130, 0.1546, 0.1824],
  "smiles": "C=C=CN/C=[NH+]/C=[NH2+]",
  "molar_mass_da": 111.148,
  "total_charge": 2,
  "lumo_ha": -0.3616,
  "orbital_gap_ha": 0.28743
}


#two
{
  "formula": "C5H9N3",
  "method": "ωB97M-V/def2-TZVPD",
  "symbols": ["C", "C", "C", "C", "C", "N", "N", "N", "H", "H", "H", "H", "H", "H", "H", "H", "H"],
  "coordinates": [[2.969, -0.291, -1.317], [0.727, 0.298, -0.453], [-1.287, 0.285, 0.827], [-1.053, 1.656, 0.158], [-0.330, -2.057, 0.354], [1.902, -0.103, -0.949], [-0.349, -0.655, 0.280], [0.232, 1.481, -0.523], [3.959, -0.401, -1.533], [-1.263, 0.294, 1.960], [-2.418, -0.132, 0.882], [-1.814, 1.868, -0.638], [-1.031, 2.436, 0.893], [-0.101, -2.407, -0.707], [0.451, -2.392, 1.136], [-1.391, -2.201, 0.531], [0.798, 2.319, -0.901]],
  "lowdin_charge": [0.4900, -0.1117, -0.1327, -0.0455, -0.0244, 0.2971, -0.0732, 0.1491, 0.1454, 0.1553, 0.2009, 0.1666, 0.1414, 0.1318, 0.1478, 0.1130, 0.2490],
  "smiles": "C#[N+]C1=[NH+]CCN1C",
  "molar_mass_da": 111.148,
  "total_charge": 2,
  "lumo_ha": [-0.4114, -0.4115],
  "orbital_gap_ha": [0.23434, 0.23397]
}


Stability summary - winner: #one; margin: 47.0 kcal/mol.